(1)
Molecular formula: C32H29Br2N5O10
Method: DFT, wB97M-V/def2-TZVPD

Output
DFT total energy = -201649.0064 eV
energy relative to the best compared isomer or geometry (same formula, charge and spin) = 160.8 kJ/mol
total charge = 0
structure (SMILES) = O=[N+]([O-])c1ccccc1.O=[N+]([O-])c1ccccc1.O=[N+]([O-])c1ccccc1.O=[N+]([O-])c1ccccc1.O=[N+]([O-])c1ccccc1.BrCCBr
gap between HOMO and LUMO = 9.076 eV

Last column: Mulliken charge in e.
CARTESIAN COORDINATES (ANGSTROEM)
O (0.2466, 0.9075, -1.9744)  -0.53
N (-0.5927, 0.9145, -1.0637)  0.86
O (-1.7311, 1.2843, -1.2658)  -0.55
C (-0.1367, 0.7191, 0.3056)  0.42
C (-0.6323, 1.4703, 1.3750)  -0.42
C (-0.1604, 1.1904, 2.6503)  -0.43
C (0.8525, 0.2831, 2.8855)  -0.55
C (1.3362, -0.4947, 1.8099)  -0.44
C (0.8387, -0.2864, 0.5537)  -0.47
H (-1.3808, 2.2261, 1.1881)  0.43
H (-0.6540, 1.6638, 3.4862)  0.39
H (1.2535, 0.1585, 3.8805)  0.47
H (1.9960, -1.3430, 1.9168)  0.40
H (1.2314, -0.9019, -0.2421)  0.42
O (-0.5270, -5.3917, -2.0376)  -0.55
N (-0.5183, -6.3624, -2.7533)  0.92
O (-0.5175, -6.3431, -3.9996)  -0.57
C (-0.6712, -7.6152, -2.0050)  0.00
C (-0.8983, -8.8382, -2.5955)  -0.18
C (-0.9836, -10.0346, -1.8856)  -0.52
C (-0.9355, -9.9675, -0.5250)  -0.26
C (-0.7746, -8.7656, 0.1722)  -0.54
C (-0.5766, -7.5882, -0.5606)  -0.19
H (-0.8957, -8.7992, -3.6748)  0.40
H (-1.0906, -10.9817, -2.3936)  0.39
H (-0.8268, -10.9190, -0.0257)  0.33
H (-0.7248, -8.6458, 1.2444)  0.37
H (-0.3567, -6.6513, -0.0706)  0.41
O (2.4169, -1.1168, 9.0604)  -0.59
N (1.3533, -0.6750, 9.3332)  0.96
O (0.5869, -1.2764, 10.0542)  -0.57
C (1.0192, 0.7295, 8.9695)  -0.01
C (-0.2456, 1.2720, 9.1524)  -0.21
C (-0.5638, 2.6263, 8.8711)  -0.52
C (0.4099, 3.4130, 8.3048)  -0.49
C (1.6751, 2.8908, 8.1781)  -0.32
C (2.0037, 1.5935, 8.5268)  -0.20
H (-0.9652, 0.6004, 9.5969)  0.42
H (-1.6022, 2.8979, 8.9906)  0.38
H (0.3379, 4.4497, 8.0106)  0.42
H (2.5313, 3.3990, 7.7597)  0.35
H (3.0033, 1.2536, 8.2998)  0.39
O (-6.7940, 1.1125, -9.5963)  -0.58
N (-7.8406, 1.7034, -9.4034)  0.97
O (-8.7423, 1.9533, -10.1837)  -0.59
C (-8.0120, 2.2605, -8.0556)  0.15
C (-7.1114, 2.0447, -7.0594)  -0.31
C (-7.3860, 2.5307, -5.7522)  -0.32
C (-8.4871, 3.2915, -5.5114)  -0.43
C (-9.3129, 3.6486, -6.5459)  -0.44
C (-9.1699, 3.0498, -7.7961)  -0.35
H (-6.2756, 1.3773, -7.2090)  0.41
H (-6.7027, 2.3163, -4.9438)  0.37
H (-8.6516, 3.8143, -4.5808)  0.34
H (-10.1918, 4.2474, -6.3577)  0.35
H (-9.8745, 3.1632, -8.6068)  0.42
O (2.6853, 5.2677, 2.1947)  -0.58
N (3.8568, 5.0142, 1.7581)  0.94
O (4.8510, 4.8406, 2.4450)  -0.56
C (3.9452, 4.7414, 0.2889)  0.17
C (5.2172, 4.5301, -0.2638)  -0.29
C (5.4201, 4.6158, -1.6538)  -0.44
C (4.3547, 4.8521, -2.4927)  -0.50
C (3.0845, 4.8678, -1.9395)  -0.34
C (2.8475, 4.8951, -0.5943)  -0.41
H (6.0983, 4.3661, 0.3388)  0.44
H (6.4306, 4.6143, -2.0351)  0.39
H (4.3431, 4.9532, -3.5679)  0.36
H (2.2145, 4.8889, -2.5790)  0.37
H (1.8621, 5.0309, -0.1735)  0.45
Br (8.0330, -0.2811, -0.3756)  -0.16
C (6.6100, -1.4207, -1.1470)  -0.66
C (6.6614, -2.8831, -0.7093)  -0.50
Br (5.2219, -3.8987, -1.6003)  -0.15
H (6.8123, -1.3996, -2.2178)  0.37
H (5.6543, -0.9587, -0.8991)  0.37
H (6.5793, -2.8779, 0.3776)  0.37
H (7.6393, -3.2173, -1.0559)  0.36

---

(2)
Molecular formula: C27H47AsBIrN2O3P2S
Method: DFT, wB97M-V/def2-TZVPD

Output
DFT total energy = -131639.1201 eV
energy relative to the best compared isomer or geometry (same formula, charge and spin) = 267.0 kJ/mol
total charge = +2
gap between HOMO and LUMO (alpha / beta) = 7.041 / 3.748 eV
expectation value of S² = 6.03
multiplicity = 5

Last column: Mulliken charge in e.
CARTESIAN COORDINATES (ANGSTROEM)
Ir (0.6001, 0.4353, -0.1107)  1.47
C (4.8489, 0.5977, -1.9363)  -1.28
C (3.7674, 0.1230, -1.0060)  0.71
O (2.6653, 0.6683, -1.0056)  -0.59
N (4.0989, -0.8945, -0.1989)  -0.05
C (3.1454, -1.6199, 0.6273)  -0.36
C (2.2956, -2.5144, -0.2381)  0.92
C (2.4348, -3.8926, -0.2158)  -0.72
C (1.6910, -4.6557, -1.1032)  -0.52
C (0.8754, -4.0047, -2.0174)  -0.73
C (0.7819, -2.6252, -1.9525)  -0.67
N (1.4511, -1.8955, -1.0641)  0.22
H (4.7261, 1.6647, -2.1098)  0.25
H (4.7390, 0.0826, -2.8902)  0.32
H (5.8389, 0.3944, -1.5369)  0.41
H (5.0013, -1.3262, -0.3324)  0.27
H (2.4858, -0.8939, 1.1247)  -1.11
H (3.6937, -2.1918, 1.3756)  0.67
H (3.1254, -4.3505, 0.4757)  0.49
H (1.7670, -5.7322, -1.0857)  0.47
H (0.3335, -4.5592, -2.7677)  0.51
H (0.1453, -2.0806, -2.6384)  0.50
C (0.1280, 0.5229, 3.4180)  -1.47
P (1.1695, 1.3615, 2.1657)  0.61
C (2.7357, 1.5789, 3.0938)  -1.30
C (0.4916, 3.0809, 2.1381)  -0.35
C (-0.8670, 3.1381, 1.4510)  -1.37
P (-0.8028, 2.5259, -0.2986)  0.93
C (-2.5849, 2.3659, -0.6695)  -1.40
C (-0.3994, 4.0562, -1.2365)  -0.93
H (0.0162, 1.1354, 4.3109)  0.49
H (0.6027, -0.4161, 3.6910)  0.44
H (-0.8465, 0.2928, 2.9972)  0.25
H (2.5204, 1.9982, 4.0772)  0.48
H (3.4022, 2.2403, 2.5440)  0.29
H (3.2190, 0.6119, 3.2195)  0.42
H (1.2178, 3.7023, 1.6059)  -0.23
H (0.4225, 3.4447, 3.1671)  0.66
H (-1.2632, 4.1574, 1.4670)  0.63
H (-1.5688, 2.4980, 1.9890)  0.39
H (-3.0901, 3.3182, -0.5185)  0.50
H (-3.0269, 1.6107, -0.0266)  0.32
H (-2.7170, 2.0485, -1.7012)  0.41
H (-1.1141, 4.8364, -0.9770)  0.45
H (-0.4738, 3.8458, -2.3012)  0.48
H (0.6198, 4.3776, -1.0127)  -0.18
C (-4.0217, -6.6643, 0.2446)  -1.92
C (-4.9245, -5.4983, -0.1523)  1.88
C (-5.6214, -5.8398, -1.4804)  -1.59
C (-6.0046, -5.2934, 0.9313)  -1.52
C (-4.1621, -4.2027, -0.2624)  0.87
C (-4.8374, -3.0792, -0.7842)  -0.45
C (-4.2583, -1.8318, -0.8844)  -2.05
C (-2.9569, -1.7201, -0.4339)  0.87
O (-2.1518, -0.6441, -0.3873)  -0.19
B (-0.9253, -1.0630, 0.1599)  -0.28
O (-1.0241, -2.4163, 0.4579)  -0.24
C (-2.2641, -2.8259, 0.0929)  0.57
C (-2.8460, -4.0699, 0.1869)  -1.03
H (-4.6160, -7.5628, 0.3668)  0.43
H (-3.5151, -6.4718, 1.1870)  0.37
H (-3.2794, -6.8446, -0.5293)  0.44
H (-6.0631, -6.8295, -1.4016)  0.46
H (-4.9067, -5.8404, -2.3003)  0.39
H (-6.4195, -5.1407, -1.7188)  0.36
H (-6.6226, -6.1840, 0.9893)  0.43
H (-6.6464, -4.4458, 0.7009)  0.41
H (-5.5461, -5.1182, 1.9017)  0.38
H (-5.8576, -3.1916, -1.1166)  0.45
H (-4.7910, -0.9831, -1.2806)  0.54
H (-2.2789, -4.8850, 0.6028)  0.52
C (2.6661, 6.4380, -2.1478)  -1.10
As (3.4038, 5.8405, -0.4435)  0.51
C (2.4564, 6.8006, 0.9663)  -1.11
C (5.2464, 6.4488, -0.3981)  -1.03
S (3.2392, 3.7573, -0.1742)  -0.42
H (3.1685, 7.3606, -2.4323)  0.43
H (1.5941, 6.6244, -2.0611)  0.36
H (2.8369, 5.6840, -2.9202)  0.34
H (2.6146, 7.8707, 0.8538)  0.46
H (2.8446, 6.4801, 1.9350)  0.35
H (1.3862, 6.5886, 0.9242)  0.31
H (5.2570, 7.5368, -0.3555)  0.40
H (5.7645, 6.1133, -1.2978)  0.34
H (5.7596, 6.0412, 0.4734)  0.35

---

(3)
Molecular formula: C2H3BN2O3
Method: DFT, wB97M-V/def2-TZVPD

Output
DFT total energy = -11921.8877 eV
energy relative to the best compared isomer or geometry (same formula, charge and spin) = 52.9 kJ/mol
total charge = 0
gap between HOMO and LUMO = 9.195 eV

Last column: natural (NBO) charge in e.
CARTESIAN COORDINATES (ANGSTROEM)
B (-0.2250, 0.5149, -0.0854)  1.03
C (2.3853, 1.1142, -2.5841)  0.49
C (-0.0956, 0.8834, -1.5413)  -0.61
N (-0.9857, 1.5668, -2.1218)  0.11
N (-1.6202, 2.3267, -2.7030)  0.00
O (3.1563, 1.4893, -1.8507)  -0.49
O (0.8218, -0.2719, 0.4005)  -0.85
O (-1.1668, 1.0773, 0.7538)  -0.90
H (0.4262, 0.1725, -2.1198)  0.26
H (0.3776, -0.3813, 1.2689)  0.47
H (-1.1370, 1.1535, 1.6523)  0.49

---

(4)
Molecular formula: C4H8FN3
Method: DFT, wB97M-V/def2-TZVPD

Output
DFT total energy = -11464.8005 eV
energy relative to the best compared isomer or geometry (same formula, charge and spin) = 0.0 kJ/mol
total charge = 0
structure (SMILES) = [H]/N=C(/N)[C@]1(N)C[C@H]1F
gap between HOMO and LUMO = 10.043 eV

Last column: natural (NBO) charge in e.
CARTESIAN COORDINATES (ANGSTROEM)
H (0.9193, -2.1203, -0.1354)  0.32
N (1.6587, -1.4490, -0.3166)  -0.74
C (1.2359, -0.2465, -0.2080)  0.45
N (2.0797, 0.8127, -0.3551)  -0.81
C (-0.1952, 0.1761, 0.1051)  -0.01
N (-0.4299, 1.5985, 0.1384)  -0.83
C (-1.0439, -0.7677, 0.9524)  -0.46
C (-1.2802, -0.6646, -0.5093)  0.20
F (-2.4118, 0.0153, -0.9074)  -0.35
H (2.9774, 0.6134, -0.7903)  0.40
H (1.6401, 1.7008, -0.5592)  0.41
H (-0.4489, 1.9533, 1.1099)  0.37
H (-1.3286, 1.8153, -0.2696)  0.38
H (-0.5991, -1.6758, 1.3363)  0.23
H (-1.7422, -0.2958, 1.5898)  0.23
H (-1.0315, -1.4658, -1.1810)  0.19

---

(5)
Molecular formula: C36H37CaNP2S
Method: DFT, wB97M-V/def2-TZVPD

Output
DFT total energy = -87270.1736 eV
energy relative to the best compared isomer or geometry (same formula, charge and spin) = 0.0 kJ/mol
total charge = 0
gap between HOMO and LUMO = 6.428 eV

Last column: Mulliken charge in e.
CARTESIAN COORDINATES (ANGSTROEM)
Ca (-1.9398, -0.3502, -4.5141)  1.27
C (1.8065, -1.9189, 0.7638)  -0.49
C (1.5013, -2.5922, -0.3401)  -0.04
C (0.7502, -3.8920, -0.3348)  -0.89
C (-0.7598, -3.6928, -0.6202)  0.21
C (-1.5589, -2.8209, 0.2873)  -0.56
C (-1.3269, -2.4741, 1.5553)  -0.34
C (-0.1170, -2.8326, 2.3760)  -0.82
C (1.1989, -2.0507, 2.1367)  -0.65
C (-2.9620, 0.9428, -2.8187)  -1.53
H (2.6056, -1.1583, 0.7076)  0.35
H (1.7638, -2.2097, -1.3303)  0.17
H (0.9121, -4.4232, 0.6144)  0.43
H (1.1481, -4.5628, -1.1199)  0.40
H (-0.8650, -3.2129, -1.6058)  -0.28
H (-1.1615, -4.7115, -0.7463)  0.41
H (-2.5313, -2.5554, -0.1478)  0.36
H (-2.0814, -1.9059, 2.1059)  0.35
H (0.1017, -3.9087, 2.3459)  0.34
H (-0.3649, -2.5917, 3.4306)  0.36
H (1.0543, -1.0041, 2.4375)  0.37
H (1.9292, -2.4559, 2.8550)  0.33
H (-2.8352, 2.0393, -2.7922)  0.31
H (-2.6137, 0.6057, -1.8304)  0.39
H (-4.0245, 0.6853, -2.9799)  0.31
P (-1.3529, -2.9010, -8.1057)  0.09
P (-4.3862, -2.8855, -7.4648)  0.15
C (-2.1406, -4.4408, -7.5551)  -0.89
C (-3.4932, -4.4679, -7.4666)  -0.72
C (-0.4770, -3.5586, -9.6004)  0.34
C (-0.2737, -4.9226, -9.8599)  0.09
C (0.3545, -5.3343, -11.0424)  -0.61
C (0.7605, -4.3991, -11.9970)  -0.50
C (0.5228, -3.0458, -11.7600)  -0.50
C (-0.0935, -2.6173, -10.5836)  -0.51
C (-0.0252, -2.8412, -6.8118)  0.11
C (-0.4759, -2.5726, -5.5012)  -0.31
C (0.4417, -2.5867, -4.4593)  0.43
C (1.7926, -2.8728, -4.6869)  -0.95
C (2.2232, -3.2117, -5.9696)  -0.69
C (1.3106, -3.1997, -7.0322)  -0.43
C (-5.7942, -3.4900, -8.5502)  0.30
C (-5.4898, -3.8213, -9.8881)  -0.42
C (-6.4747, -4.3569, -10.7203)  -0.55
C (-7.7714, -4.5534, -10.2540)  -0.48
C (-8.0833, -4.2082, -8.9424)  -0.55
C (-7.1102, -3.6629, -8.0945)  -0.32
C (-5.1775, -2.9961, -5.7984)  0.37
C (-5.7770, -1.8267, -5.2922)  -0.57
C (-6.4390, -1.8615, -4.0691)  -0.58
C (-6.4792, -3.0516, -3.3308)  -0.52
C (-5.8707, -4.2111, -3.8230)  -0.72
C (-5.2081, -4.1805, -5.0537)  0.08
H (-1.5231, -5.3288, -7.3632)  0.76
H (-4.0983, -5.3898, -7.4608)  0.85
H (-0.6114, -5.6820, -9.1516)  0.22
H (0.5181, -6.3941, -11.2155)  0.39
H (1.2461, -4.7255, -12.9204)  0.37
H (0.8156, -2.3055, -12.5047)  0.37
H (-0.2892, -1.5547, -10.4135)  0.37
H (-1.5748, -2.5564, -5.2829)  1.19
H (0.1111, -2.4270, -3.4274)  -0.66
H (2.4737, -2.8570, -3.8371)  0.42
H (3.2646, -3.5060, -6.1436)  0.38
H (1.6248, -3.5216, -8.0267)  0.34
H (-4.4753, -3.6691, -10.2626)  0.40
H (-6.2200, -4.6224, -11.7472)  0.37
H (-8.5378, -4.9761, -10.9120)  0.35
H (-9.0911, -4.3609, -8.5604)  0.37
H (-7.3772, -3.3891, -7.0726)  0.30
H (-5.7292, -0.9029, -5.8783)  0.39
H (-6.9317, -0.9604, -3.6979)  0.45
H (-6.9938, -3.0784, -2.3728)  0.40
H (-5.9064, -5.1439, -3.2611)  0.42
H (-4.7171, -5.0795, -5.4250)  0.38
S (-0.2505, 1.7657, -3.7256)  -0.44
C (0.0974, 0.3932, -2.9090)  0.22
N (0.0787, -0.6713, -2.3697)  -0.49

---

Look up the DFT total energy of the second one. -131639.1201 eV